1.
{"formula": "C4H6N2", "method": "wB97M-V/def2-TZVPD", "e_tot_ev": -7222.457, "max_force_ev_per_a": 0.4, "homo_energy_ev": -8.172, "de_lowest_kj_mol": 302.4, "total_charge": 0, "gap_ev": 8.539, "spin_multiplicity": 1, "symbols": ["N", "C", "C", "C", "C", "N", "H", "H", "H", "H", "H", "H"], "coordinates": [[-1.474, 1.167, 1.017], [-1.047, 0.013, 0.567], [0.283, -0.444, 0.882], [1.161, -0.867, -0.059], [0.816, -0.702, -1.463], [0.011, 0.171, -1.946], [-2.433, 1.431, 0.829], [-0.930, 1.863, 1.528], [0.502, -0.610, 1.939], [2.064, -1.409, 0.212], [1.217, -1.435, -2.169], [-0.220, 0.872, -1.241]], "forces_ev_per_angstrom": [[-0.1, -0.1, 0.0], [0.0, 0.2, 0.2], [0.0, -0.1, -0.2], [-0.2, 0.1, 0.1], [-0.1, 0.1, -0.2], [0.3, -0.2, 0.1], [0.2, 0.0, 0.1], [0.1, -0.2, -0.1], [-0.1, 0.0, -0.1], [-0.1, 0.2, 0.0], [0.0, 0.0, 0.1], [0.0, -0.1, -0.1]]}

=====

2.
{"formula": "C2H7NO", "method": "wB97M-V/def2-TZVPD", "e_tot_ev": -5723.681, "max_force_ev_per_a": 3.9, "homo_energy_ev": -9.057, "de_lowest_kj_mol": 150.6, "total_charge": 0, "gap_ev": 10.062, "spin_multiplicity": 1, "symbols": ["N", "C", "C", "O", "H", "H", "H", "H", "H", "H", "H"], "coordinates": [[-0.504, -1.128, -0.953], [0.480, -0.441, -0.181], [-0.384, 0.826, 0.368], [0.338, 1.976, 0.630], [-1.015, -1.863, -0.360], [-0.152, -1.669, -1.721], [1.456, -0.081, -0.730], [0.731, -1.127, 0.713], [-0.915, 0.692, 1.308], [-1.087, 1.129, -0.373], [1.053, 1.686, 1.300]], "forces_ev_per_angstrom": [[-1.7, -2.6, -0.1], [0.0, 1.3, 2.3], [1.1, -0.8, 0.2], [3.5, 0.5, 1.8], [1.0, 1.7, -1.1], [0.4, -0.1, -0.4], [-2.1, -0.7, 0.9], [0.4, 1.4, -1.1], [-0.4, -1.3, -0.1], [-0.6, -0.3, -0.8], [-1.6, 1.1, -1.5]]}

=====

3.
{"formula": "C9H14O", "method": "wB97M-V/def2-TZVPD", "e_tot_ev": -11606.617, "max_force_ev_per_a": 3.1, "homo_energy_ev": -8.327, "de_lowest_kj_mol": 98.4, "total_charge": 0, "gap_ev": 9.143, "spin_multiplicity": 1, "symbols": ["C", "C", "C", "C", "C", "O", "C", "C", "H", "H", "H", "H", "H", "H", "H", "H", "C", "C", "H", "H", "H", "H", "H", "H"], "coordinates": [[-0.580, 3.117, 1.611], [0.202, 2.286, 0.615], [0.097, 2.502, -0.745], [0.732, 1.535, -1.562], [1.249, 0.337, -1.123], [1.849, -0.443, -2.030], [1.240, 0.111, 0.311], [0.685, 1.070, 1.115], [-0.677, 2.621, 2.612], [-1.547, 3.441, 1.212], [-0.218, 4.134, 1.757], [-0.400, 3.410, -1.138], [0.894, 1.852, -2.584], [1.833, -1.379, -1.710], [1.610, -0.807, 0.729], [0.618, 0.849, 2.189], [-0.513, -3.347, 0.443], [-1.388, -2.799, -0.670], [0.103, -4.125, -0.038], [0.203, -2.606, 0.856], [-1.042, -3.932, 1.237], [-2.470, -3.072, -0.684], [-1.094, -3.056, -1.660], [-1.386, -1.697, -0.744]], "forces_ev_per_angstrom": [[-0.2, 0.8, 0.4], [-2.0, -0.1, 1.2], [1.3, -0.8, 0.3], [-0.5, 1.6, -0.7], [-0.2, 1.3, 2.8], [0.3, -2.2, -0.1], [-0.2, 0.0, -2.4], [0.4, 0.0, 0.3], [-0.1, 0.5, -1.0], [-0.4, -0.9, 0.1], [1.0, 0.0, 0.3], [0.5, -0.7, 0.1], [-0.2, -0.6, -0.3], [0.2, 1.1, -0.4], [0.2, -0.3, 0.0], [0.1, 0.3, -0.5], [0.6, -1.3, -0.1], [-1.7, 1.5, -0.1], [0.1, 0.2, 0.3], [-0.8, -0.4, 0.0], [0.3, 1.0, -0.5], [0.8, 0.0, 0.6], [0.7, -0.7, -0.7], [0.0, -0.3, 0.5]]}

=====

4.
{"formula": "CHO3PS2", "method": "wB97M-V/def2-TZVPD", "e_tot_ev": -38155.519, "max_force_ev_per_a": 1.7, "homo_energy_ev": 0.611, "de_lowest_kj_mol": 192.4, "total_charge": -2, "gap_ev": 5.579, "spin_multiplicity": 1, "symbols": ["C", "O", "O", "O", "P", "S", "S", "H"], "coordinates": [[-0.216, -0.299, 0.093], [-1.966, 1.973, -0.334], [-2.818, -0.081, 1.004], [-1.134, -0.458, -0.993], [-1.794, 0.585, 0.163], [3.324, -0.817, -0.554], [0.970, -1.254, 0.569], [3.635, 0.351, 0.051]], "forces_ev_per_angstrom": [[-1.3, -0.1, 0.8], [0.0, 0.2, 0.0], [-0.3, 0.1, 0.2], [-0.2, 0.1, 0.0], [1.4, -0.7, -0.6], [1.4, 0.3, -0.5], [-1.0, 0.3, 0.1], [0.0, -0.2, -0.1]]}

=====

5.
{"formula": "Cl2H2Si", "method": "wB97M-V/def2-TZVPD", "e_tot_ev": -32954.390, "max_force_ev_per_a": 1.2, "homo_energy_ev": -9.219, "de_lowest_kj_mol": 280.8, "total_charge": 0, "gap_ev": 8.036, "spin_multiplicity": 1, "symbols": ["Si", "Cl", "Cl", "H", "H"], "coordinates": [[-1.719, 0.518, 0.544], [-1.675, -1.595, 0.334], [2.667, -0.228, 0.547], [2.119, 0.425, -0.424], [-1.393, 0.880, -1.001]], "forces_ev_per_angstrom": [[0.2, -0.3, -1.0], [0.0, 0.7, 0.0], [-0.2, 0.2, -0.3], [0.2, -0.2, 0.3], [-0.2, -0.4, 1.1]]}

=====

6.
{"formula": "C5H6O2", "method": "wB97M-V/def2-TZVPD", "e_tot_ev": -9375.259, "max_force_ev_per_a": 0.5, "homo_energy_ev": -10.421, "de_lowest_kj_mol": 177.2, "total_charge": 0, "gap_ev": 11.391, "spin_multiplicity": 1, "symbols": ["C", "C", "C", "C", "O", "C", "O", "H", "H", "H", "H", "H", "H"], "coordinates": [[-0.699, -0.963, 2.198], [-0.319, -0.369, 1.224], [0.150, 0.342, 0.026], [1.659, 0.526, 0.001], [-0.195, -0.428, -1.146], [-1.434, -0.248, -1.624], [-2.249, 0.527, -1.200], [-1.051, -1.493, 3.057], [-0.365, 1.306, -0.039], [2.161, -0.445, 0.015], [1.979, 1.102, 0.874], [1.950, 1.063, -0.906], [-1.588, -0.920, -2.480]], "forces_ev_per_angstrom": [[0.2, 0.2, -0.4], [-0.2, -0.2, 0.4], [0.1, 0.1, 0.1], [0.1, 0.0, 0.0], [-0.1, 0.0, -0.1], [-0.3, 0.2, 0.1], [0.4, -0.4, -0.2], [0.1, 0.1, -0.1], [0.1, -0.1, 0.0], [-0.1, 0.1, 0.0], [-0.1, -0.1, -0.1], [-0.1, -0.1, 0.1], [0.0, 0.1, 0.1]]}